1.
Here is a molecular structure, C47H39BrN3O5P2ReS in a non-equilibrium geometry from OMol25. Energies are from ωB97M-V/def2-TZVPD.

Structure (XYZ):
```
99
Properties=species:S:1:pos:R:3:forces:R:3
Re -0.2235 0.8439 -1.3061 1.17 -0.30 1.05
O 1.3043 -1.5488 0.3144 0.25 -0.38 -0.16
P 1.1987 -1.1680 1.7126 0.03 0.83 0.83
C 2.0817 0.3707 2.2087 -0.16 -0.25 -0.75
P 2.8419 0.9348 0.6052 0.38 0.42 0.72
O 1.7871 0.9415 -0.4620 -1.14 -0.08 -0.82
C 3.5205 2.5948 0.7621 -0.10 -0.70 -0.03
C 3.5606 3.3749 1.9072 -0.01 -0.09 -0.03
C 4.1272 4.6374 1.8382 0.01 0.09 0.10
C 4.6498 5.1118 0.6453 -0.02 -0.04 0.04
C 4.6088 4.3256 -0.4974 0.01 0.01 -0.07
C 4.0471 3.0659 -0.4384 -0.01 -0.06 -0.11
C 4.1842 -0.2403 0.3551 -0.19 0.47 -0.02
C 5.2667 -0.1213 1.2250 -0.09 0.03 0.01
C 6.2877 -1.0506 1.1844 0.04 -0.04 0.10
C 6.2323 -2.0950 0.2731 0.00 0.03 -0.02
C 5.1851 -2.1772 -0.6323 -0.03 -0.06 -0.05
C 4.1606 -1.2445 -0.6037 -0.16 -0.03 -0.02
C 1.0393 -3.8054 2.1878 -0.21 -0.65 -0.07
C -0.0344 -4.4743 2.7708 0.16 0.05 0.04
C -0.5496 -5.6171 2.1802 -0.09 -0.02 -0.01
C -0.0030 -6.1143 1.0090 -0.04 0.10 0.01
C 1.0431 -5.4331 0.4075 0.01 0.10 0.02
C 1.5513 -4.2831 0.9831 0.08 -0.07 0.05
C 1.7346 -2.6643 2.9150 0.06 0.44 -0.08
C 1.2333 -2.2529 4.2114 0.13 -0.08 0.17
C 2.0678 -1.8383 5.2173 -0.37 0.15 0.09
C 3.4489 -1.7797 5.0209 -0.27 -0.28 -0.41
C 3.9869 -2.1546 3.7882 0.21 0.01 -0.16
C 3.1768 -2.6037 2.7759 0.18 -0.16 0.27
H 2.8467 0.1963 2.9629 0.03 -0.07 -0.01
H 1.3555 1.0936 2.5881 -0.01 -0.03 -0.09
H 3.1640 3.0066 2.8407 -0.06 0.01 0.17
H 4.1678 5.2544 2.7203 0.00 0.08 0.14
H 5.1017 6.0917 0.6089 0.01 0.07 0.01
H 5.0259 4.6912 -1.4225 0.05 0.03 -0.09
H 4.0148 2.4235 -1.3107 0.08 0.10 -0.14
H 5.3084 0.7066 1.9197 0.08 0.08 0.13
H 7.1242 -0.9637 1.8595 0.13 0.03 0.06
H 7.0197 -2.8310 0.2543 0.12 -0.09 -0.04
H 5.1685 -2.9727 -1.3608 0.00 -0.06 -0.11
H 3.3420 -1.3016 -1.3054 -0.09 -0.06 -0.01
H -0.4510 -4.1589 3.7136 -0.04 0.03 0.10
H -1.3681 -6.1285 2.6630 -0.06 -0.08 0.02
H -0.3822 -7.0222 0.5660 -0.06 -0.07 0.00
H 1.4802 -5.7960 -0.5089 0.01 -0.07 -0.10
H 2.3546 -3.7724 0.4774 0.09 0.04 -0.04
H 0.1743 -2.3189 4.4112 -0.05 0.06 -0.09
H 1.6503 -1.5943 6.1833 -0.01 0.09 0.04
H 4.0972 -1.4830 5.8294 0.12 0.07 0.13
H 5.0565 -2.1491 3.6467 0.08 0.01 -0.03
H 3.6284 -2.9734 1.8677 0.04 0.06 -0.15
O -3.5904 -1.4027 -0.4879 0.00 -0.05 -0.15
C -3.6048 -1.8358 0.7758 0.31 0.10 0.23
C -4.7170 -2.5558 1.2164 -0.02 0.04 -0.14
C -4.7929 -3.0133 2.5129 0.13 0.19 -0.31
C -3.7538 -2.7653 3.4144 0.30 0.08 0.16
C -2.6434 -2.0777 3.0016 -0.15 -0.04 -0.03
C -2.5304 -1.5998 1.6753 -0.13 0.03 -0.12
C -1.3569 -0.9034 1.2431 -0.15 0.00 -0.47
O -0.3231 -0.8919 2.1675 0.06 0.02 -0.13
O -1.2102 -0.3293 0.1510 -0.25 -0.52 0.96
H -2.7392 -0.9778 -0.6911 -0.27 -0.10 0.08
H -5.5094 -2.7393 0.5092 -0.11 -0.02 -0.08
H -5.6654 -3.5577 2.8397 -0.09 -0.06 -0.01
H -3.8344 -3.1128 4.4318 0.01 0.00 0.11
H -1.8514 -1.8506 3.6963 0.02 -0.03 0.09
Br -0.0854 3.7880 -0.7591 0.15 0.19 -0.24
C 0.6739 3.3694 -2.4515 -0.14 -0.11 0.23
C 1.1908 4.3310 -3.2921 -0.03 -0.02 -0.03
C 1.6780 3.9190 -4.5268 -0.12 -0.33 0.24
C 1.6394 2.5656 -4.8392 -0.03 0.06 0.08
C 1.1228 1.6727 -3.9183 0.17 -0.12 -0.34
N 0.6258 2.0535 -2.7294 0.47 0.96 -0.75
H 1.1966 5.3722 -3.0127 -0.04 0.05 0.13
H 2.0766 4.6410 -5.2222 0.03 0.06 -0.08
H 1.9968 2.2034 -5.7906 0.06 -0.05 -0.02
H 1.0999 0.6098 -4.1278 -0.02 0.06 0.06
S -5.5230 2.2959 -4.9303 -0.27 0.12 0.26
C -4.2564 1.8225 -3.8479 -0.06 -0.03 0.04
C -4.2166 2.0001 -2.4582 0.09 -0.14 -0.15
C -3.0940 1.6164 -1.7636 -0.20 0.13 0.18
N -2.0141 1.0286 -2.3265 -0.63 0.00 -0.28
C -2.0912 0.7945 -3.6610 0.03 -0.04 -0.19
C -3.1428 1.1961 -4.4369 0.02 0.02 0.20
C -6.9728 2.5574 -3.8889 0.40 -0.21 -0.30
C -7.1656 3.7075 -3.1414 -0.01 0.05 0.03
C -8.3634 3.8152 -2.4411 0.74 0.06 -0.32
N -9.2776 2.8772 -2.4936 -1.34 0.23 0.85
C -9.1206 1.8000 -3.2215 0.57 -0.29 -0.49
C -7.9596 1.5857 -3.9575 -0.05 0.00 0.09
H -5.0473 2.4409 -1.9307 -0.04 0.05 0.07
H -3.0441 1.7926 -0.6980 0.05 -0.01 0.07
H -1.2743 0.2425 -4.1033 0.07 0.08 0.01
H -3.1321 1.0088 -5.4984 0.05 -0.12 -0.11
H -6.4340 4.4981 -3.1180 0.12 0.12 -0.01
H -8.5875 4.6805 -1.8365 0.03 0.15 0.07
H -9.9338 1.0889 -3.2291 -0.05 -0.11 -0.03
H -7.8368 0.7053 -4.5667 0.03 -0.12 -0.06
```
Positions in Å, forces in eV/Å.

Output
- Kohn-Sham gap (alpha / beta) (eV) = 5.077 / 4.642
- net charge = +3
- multiplicity = 4
- strongest force on any atom (eV Å⁻¹) = 1.6
- E_HOMO (alpha / beta) (eV) = -14.664 / -14.239
- ⟨S²⟩ = 3.770

***

2.
Here is a molecular structure, C47H40AsBrN3O9PbSSi in a non-equilibrium geometry from OMol25. Energies are from ωB97M-V/def2-TZVPD.

Structure (XYZ):
```
104
Properties=species:S:1:pos:R:3:forces:R:3
Pb -0.4289 0.4986 -0.4873 -0.40 -0.24 -0.03
C 3.3480 2.4366 1.7545 0.00 0.02 0.02
C 2.1168 2.3252 1.0771 -0.02 -0.01 -0.08
N 1.1048 1.6271 1.5398 -0.01 -0.08 0.06
C 1.2449 0.9535 2.7032 0.06 -0.01 0.08
C 2.4429 0.9938 3.4437 0.01 -0.03 -0.07
C 3.5079 1.7719 2.9310 -0.02 0.01 0.02
C 2.5649 0.2542 4.6450 0.04 -0.02 -0.01
C 1.5284 -0.5267 5.0886 0.03 -0.04 0.00
C 0.3224 -0.5632 4.3893 -0.03 -0.03 0.02
C 0.1199 0.1899 3.2208 0.08 0.03 -0.02
N -1.0240 0.1871 2.5191 0.10 0.17 -0.08
C -2.2163 -0.0815 3.1203 -0.22 -0.14 0.03
C -2.5371 0.3278 4.4110 0.09 0.04 -0.05
C -3.8042 0.0972 4.9677 -0.04 -0.01 0.00
C -4.7705 -0.5552 4.2564 -0.01 -0.01 0.02
C -4.5105 -0.9715 2.9270 0.00 0.05 0.02
C -5.4856 -1.6236 2.1390 -0.01 0.00 0.04
C -5.1912 -1.9715 0.8558 0.03 -0.04 -0.09
C -3.9089 -1.6638 0.3540 0.14 0.07 0.10
N -2.9777 -1.0758 1.0622 0.10 0.12 -0.10
C -3.2525 -0.7204 2.3372 -0.04 -0.04 0.00
H 4.1378 3.0270 1.3128 -0.01 -0.02 -0.02
H 1.9811 2.8138 0.1171 0.03 0.01 0.05
H 4.4405 1.8157 3.4819 0.00 -0.01 0.00
H 3.5017 0.2928 5.1880 0.00 -0.01 -0.01
H 1.6459 -1.1337 5.9773 0.00 0.01 0.00
H -0.4673 -1.2218 4.7239 -0.03 0.03 0.00
H -1.8062 0.8911 4.9753 0.04 -0.03 0.00
H -4.0108 0.4498 5.9702 0.00 0.00 0.00
H -5.7471 -0.7451 4.6854 0.00 0.00 0.00
H -6.4583 -1.8316 2.5701 0.00 0.01 0.00
H -5.9102 -2.4646 0.2157 -0.02 0.01 0.02
H -3.6424 -1.9078 -0.6679 -0.02 0.01 -0.10
O 3.8980 1.4596 -1.2812 -0.05 -0.02 0.02
As 2.9202 0.3205 -2.2106 0.09 0.16 -0.18
O 3.9493 -0.8362 -2.7494 -0.02 0.00 0.05
O 1.7338 -0.1773 -1.1232 -0.01 -0.21 0.10
C 2.1137 1.1814 -3.7511 -0.04 -0.03 0.00
C 2.2736 0.3818 -4.8810 -0.01 -0.01 0.02
C 1.6999 0.7338 -6.0943 0.00 0.02 0.00
C 0.9705 1.9036 -6.1903 0.01 -0.01 0.01
C 0.8213 2.7184 -5.0769 0.00 0.01 0.02
C 1.3777 2.3687 -3.8539 0.00 0.02 -0.01
S 1.0511 3.4951 -2.4883 -0.02 0.07 -0.19
O 0.3093 4.5953 -3.0674 0.02 -0.05 0.04
O 2.3291 3.8366 -1.9033 0.02 0.00 0.01
O 0.2134 2.6858 -1.5772 0.08 -0.09 0.14
H 4.7993 1.3472 -1.6075 0.02 -0.01 0.00
H 2.8515 -0.5290 -4.7866 -0.01 -0.01 0.00
H 1.8188 0.0849 -6.9529 0.00 0.00 0.00
H 0.5061 2.1872 -7.1265 0.00 0.00 0.00
H 0.2585 3.6391 -5.1337 -0.01 0.00 0.01
C -0.7584 -4.2502 1.5102 0.02 0.10 -0.05
C -0.1621 -4.5148 0.1585 -0.13 -0.39 0.04
C -1.1664 -4.4728 -0.9559 0.06 0.03 0.00
C 0.8454 -5.6283 0.0852 -0.02 0.06 0.01
Si 1.2104 -2.5638 -0.3963 0.30 1.01 -0.15
O -0.0156 -1.7535 0.1270 -0.11 -0.23 0.09
C 1.4934 -3.0749 -2.1476 -0.02 -0.19 0.04
C 2.5715 -3.8881 -2.5049 -0.02 0.00 0.00
C 2.7709 -4.2528 -3.8270 0.00 0.00 0.01
C 1.8886 -3.8131 -4.8051 -0.01 -0.01 -0.04
C 0.8084 -3.0108 -4.4634 -0.02 0.05 0.03
C 0.6113 -2.6439 -3.1401 0.03 0.01 -0.05
C 2.7565 -2.7563 0.6420 -0.04 -0.03 0.00
C 2.7876 -3.2324 1.9535 -0.02 0.03 0.02
C 3.9755 -3.3009 2.6666 -0.01 0.04 0.05
C 5.1591 -2.8654 2.0865 0.00 0.01 -0.01
C 5.1460 -2.3742 0.7896 -0.02 -0.02 0.03
C 3.9595 -2.3295 0.0692 0.04 -0.06 -0.05
H -1.3875 -5.1120 1.7767 -0.01 -0.01 0.00
H -1.3768 -3.3542 1.4903 0.02 0.01 0.00
H -0.0132 -4.1425 2.2960 0.02 -0.02 0.02
H -1.8991 -5.2736 -0.7778 -0.02 0.01 0.00
H -0.7152 -4.6406 -1.9319 -0.01 -0.02 0.00
H -1.6998 -3.5221 -0.9723 0.02 0.00 0.00
H 0.3293 -6.5679 0.3347 0.01 -0.02 -0.01
H 1.6610 -5.5078 0.7991 0.00 0.00 0.01
H 1.2604 -5.7327 -0.9170 0.01 0.00 0.00
H 3.2748 -4.2236 -1.7505 -0.01 0.00 -0.01
H 3.6215 -4.8670 -4.0964 0.00 0.00 0.00
H 2.0490 -4.0939 -5.8395 0.00 0.00 0.00
H 0.1083 -2.6507 -5.2060 -0.01 0.03 -0.03
H -0.2320 -2.0081 -2.8972 -0.04 0.07 0.01
H 1.8769 -3.5577 2.4370 -0.04 0.02 0.02
H 3.9743 -3.6855 3.6795 0.00 0.01 0.01
H 6.0862 -2.9082 2.6454 0.01 0.00 0.00
H 6.0603 -2.0261 0.3254 0.01 0.00 0.00
H 3.9816 -1.9538 -0.9509 0.01 0.01 0.02
Br -5.0958 -0.7626 -4.6192 0.00 0.02 -0.01
C -4.3326 0.9522 -4.2830 0.00 -0.04 -0.01
C -5.1589 2.0573 -4.4293 0.01 0.00 0.00
C -4.6614 3.3208 -4.1500 0.01 0.01 -0.01
C -3.3563 3.4664 -3.6980 -0.01 0.01 0.01
C -2.5565 2.3482 -3.5377 -0.03 -0.03 -0.02
C -3.0205 1.0716 -3.8516 0.03 0.00 0.02
C -2.0621 -0.1032 -3.6968 -0.12 0.07 0.14
O -1.8675 -0.8359 -4.6597 0.07 -0.06 -0.02
O -1.5449 -0.1967 -2.5321 0.11 -0.15 0.06
H -6.1813 1.9224 -4.7557 0.00 0.00 0.00
H -5.3008 4.1862 -4.2734 0.00 0.00 0.00
H -2.9537 4.4422 -3.4575 0.00 0.00 -0.01
H -1.5551 2.4548 -3.1465 0.04 0.02 -0.01
```
Positions in Å, forces in eV/Å.

Output
- Kohn-Sham gap (alpha / beta) (eV) = 6.602 / 5.875
- net charge = -1
- strongest force on any atom (eV Å⁻¹) = 1.1
- E_HOMO (alpha / beta) (eV) = -5.849 / -5.851

***

Summary of ΔE to the lowest compared entry with this formula, charge and spin in kJ/mol
395.1; 0.0
(order as listed above)
Summary of electronic energy in hartree
-6087.26085; -8346.97804
(order as listed above)